A molecular structure, C24H55CsN6O3PSi2 in a non-equilibrium geometry. Source: the OMol25 dataset; level of theory: ωB97M-V/def2-TZVPD.

Values from the calculation:
2S+1	1
ΔE to the lowest compared entry with this formula, charge and spin	19.64	kcal/mol
HOMO-LUMO gap	0.0798	hartree
HOMO level	-0.7	eV
molecular weight	695.794	g/mol
LUMO level	0.0543	Ha
net charge	-1

Each line ends with the Löwdin charge.
Element x y z (Å)
Cs 11.16 9.58 11.96  0.7673
P 11.05 9.42 8.07  0.8427
Si 11.19 13.68 11.83  0.3856
Si 7.07 8.99 11.36  0.3767
O 12.33 8.46 8.39  -0.3538
O 10.32 8.91 6.65  -0.3256
O 11.88 10.65 7.50  -0.3398
N 7.84 10.44 11.84  -0.1160
N 13.00 6.04 13.38  -0.0147
N 14.14 9.52 11.49  -0.1057
N 12.11 9.20 18.10  -0.0231
N 9.86 12.52 11.84  -0.1512
N 13.63 8.92 14.78  -0.1775
C 9.24 7.95 6.79  -0.3140
C 6.71 14.48 11.77  -0.1931
C 8.03 14.13 11.64  -0.1091
C 13.50 6.83 6.95  -0.0628
C 12.67 6.51 14.75  -0.2330
C 8.58 7.88 5.43  -0.0821
C 12.04 9.63 16.69  -0.2499
C 14.75 9.39 13.95  -0.2033
C 6.18 12.15 12.04  -0.1168
C 7.56 11.69 11.98  -0.4038
C 8.36 7.68 10.73  -0.2309
C 11.22 14.50 10.11  -0.1876
C 5.74 13.45 11.98  -0.1925
C 11.17 11.83 6.98  -0.2395
C 6.06 8.44 12.86  -0.1887
C 10.97 15.00 13.25  -0.1835
C 5.96 9.46 9.84  -0.1685
C 13.77 7.51 15.23  -0.1847
C 13.39 8.32 7.42  -0.2779
C 8.57 12.77 11.86  -0.3969
C 12.75 12.64 11.92  -0.2628
C 13.36 9.85 15.88  -0.1880
C 11.84 12.10 5.65  -0.0803
C 14.73 8.66 12.58  -0.2661
H 10.86 13.77 9.37  0.0061
H 11.73 7.07 14.78  0.0942
H 7.75 7.14 5.45  0.0824
H 6.33 8.97 8.97  -0.0257
H 14.19 7.72 12.74  0.0617
H 9.89 15.09 13.50  0.0235
H 12.23 14.85 9.92  0.0055
H 8.98 7.96 9.87  -0.0311
H 11.50 14.74 14.17  -0.0054
H 11.42 8.90 16.11  0.1006
H 14.45 6.70 6.42  0.0659
H 14.18 9.87 16.64  0.1171
H 14.85 10.28 11.36  0.0928
H 7.80 6.76 10.57  0.0034
H 13.35 10.85 15.38  0.1176
H 13.48 6.18 7.84  0.0709
H 12.90 11.99 11.02  0.0103
H 5.36 7.62 12.73  0.0077
H 13.01 9.46 18.52  0.0580
H 12.16 5.85 12.80  0.0834
H 9.02 7.39 11.61  -0.0168
H 4.66 13.62 12.11  0.0667
H 6.71 8.14 13.68  0.0049
H 11.24 12.61 7.73  0.0913
H 13.52 5.17 13.46  0.0739
H 14.74 7.09 14.93  0.1171
H 12.68 12.04 12.85  -0.0185
H 4.97 9.05 10.07  0.0068
H 5.40 11.42 12.17  0.0579
H 14.60 10.47 13.83  0.1034
H 12.51 5.74 15.50  0.0997
H 13.68 13.21 12.08  0.0185
H 8.54 8.31 7.55  0.0847
H 10.11 11.57 6.79  0.1197
H 5.90 10.52 9.67  0.0183
H 8.25 8.91 5.14  0.0942
H 15.78 8.41 12.35  0.0995
H 11.31 16.00 12.91  0.0076
H 14.27 8.68 7.95  0.1063
H 10.53 15.34 10.14  0.0070
H 11.39 9.65 18.66  0.0548
H 5.50 9.33 13.15  0.0110
H 12.63 6.60 6.29  0.0805
H 11.67 11.21 5.03  0.0764
H 9.56 6.99 7.20  0.1132
H 13.24 9.02 6.59  0.1002
H 13.79 7.47 16.31  0.1061
H 11.46 10.58 16.63  0.1163
H 8.79 14.91 11.41  0.0583
H 9.32 7.53 4.73  0.0612
H 14.04 8.98 10.62  0.0509
H 11.34 12.95 5.15  0.0778
H 12.93 12.31 5.72  0.0812
H 15.77 9.21 14.38  0.1241
H 6.35 15.50 11.73  0.0580